[1]
The following is a quantum chemistry calculation of a cluster of 2 separate species, C5H14N in total, from OMol25.

```
20
C5H14N, DFT ωB97M-V with the def2-TZVPD basis set
C -0.39403 2.51142 1.33561
N 0.28762 1.19162 1.10410
H -1.36562 2.46847 0.84197
H -0.43894 2.69950 2.42835
H 0.24260 3.25374 0.86349
H 0.36477 0.96903 0.05458
H -0.26186 0.42794 1.52759
H 1.22691 1.12013 1.51941
C -0.31795 -1.99981 0.75952
C 0.01783 -1.85917 -0.71837
C -0.30306 -0.53714 -1.30963
C 0.64185 0.27630 -1.86838
H -1.27463 -1.55333 0.97837
H -0.23449 -3.04001 1.08508
H 0.44544 -1.47748 1.36418
H -0.44139 -2.72236 -1.27622
H 1.07230 -2.00328 -0.81812
H -1.31092 -0.14754 -1.22606
H 0.34175 1.18383 -2.44264
H 1.75298 0.13042 -1.82126
```

Output
Energy above the lowest of the compared OMol25 structures with the same formula, charge and spin, kJ/mol: 114.5
HOMO-LUMO gap, eV: 10.599
Lowest unoccupied orbital energy, eV: -3.3
Charge: +1

natural (NBO) atomic charge list, values in e, 6 entries:
1 C -0.42
2 N -0.72
3 H 0.24
4 H 0.24
5 H 0.23
6 H 0.47

[2]
The following is a quantum chemistry calculation of an isolated molecule of C4H9NO, from OMol25.

```
15
C4H9NO, DFT ωB97M-V with the def2-TZVPD basis set
C -1.36332 -1.35351 -1.57282
C -0.12743 -0.48845 -1.31546
N 0.07814 -0.07178 0.05904
C 0.21616 1.16513 0.25514
O 0.63683 1.70249 1.41228
C 1.15390 0.77819 2.36370
H -2.10242 -1.27574 -0.77322
H -1.84332 -1.01019 -2.49034
H -1.12080 -2.40769 -1.72023
H -0.19368 0.38984 -1.97409
H 0.77967 -1.03503 -1.60443
H 0.00710 1.97482 -0.46110
H 1.78631 1.32829 3.06500
H 1.74476 0.02216 1.84630
H 0.34811 0.28147 2.91022
```

Output
Energy above the lowest of the compared OMol25 structures with the same formula, charge and spin, kJ/mol: 158.3
HOMO-LUMO gap, eV: 10.699
SMILES string: CC/N=C/OC
Lowest unoccupied orbital energy, eV: 1.1
Charge: 0

natural (NBO) atomic charge list, values in e, 6 entries:
1 C -0.62
2 C -0.23
3 N -0.51
4 C 0.41
5 O -0.50
6 C -0.26